[1]
21
Properties=species:S:1:pos:R:3:forces:R:3 method="wB97M-V/def2-TZVPD" molar_mass_g_mol=223.14 e_lumo_ev=0.422 total_charge=0 homo_lumo_gap_ha=0.3665 energy_ev=-24505.8341
N -1.608 0.442 3.030 -0.2 0.0 0.1
C -0.504 0.303 2.136 0.5 -0.8 -1.1
C 0.043 -1.087 1.885 0.0 -0.1 0.1
C -0.805 -0.433 0.813 0.3 0.5 0.2
C -0.126 -0.104 -0.495 -0.5 0.4 0.1
C 0.220 -1.173 -1.319 1.2 -0.1 -0.5
F 0.003 -2.457 -0.875 0.3 1.5 -0.9
C 0.950 -0.932 -2.515 -0.2 -0.6 -0.4
F 1.358 -1.953 -3.317 -0.4 0.7 0.8
C 1.228 0.375 -2.963 -0.1 -1.3 0.1
F 1.882 0.560 -4.141 -0.7 0.0 1.4
C 0.794 1.418 -2.165 0.3 1.1 -0.8
F 1.014 2.680 -2.606 -0.2 -0.6 0.4
C 0.126 1.200 -0.973 -0.1 -0.8 0.4
F -0.262 2.279 -0.271 0.1 -0.4 -0.1
H -2.142 1.291 2.855 0.2 -0.2 0.1
H -1.321 0.414 4.001 0.0 0.1 -0.1
H 0.278 1.054 2.119 -0.2 0.3 -0.2
H -0.421 -1.878 2.474 0.2 0.1 -0.3
H 1.128 -1.213 1.650 -1.1 0.2 0.4
H -1.837 -0.783 0.676 0.5 0.1 0.3


[2]
105
Properties=species:S:1:pos:R:3:forces:R:3 method="wB97M-V/def2-TZVPD" molar_mass_g_mol=1066.84 e_lumo_ev="4.105 / 4.113" total_charge=-2 multiplicity=5 e_above_lowest_kcal_mol=109.7 homo_lumo_gap_ha="0.2214 / 0.2305" energy_ev=-400783.6119 s_squared=6.11
Fe 0.560 0.570 0.089 2.2 0.7 -0.4
C -1.026 2.451 4.688 0.1 -0.1 -0.2
C -0.353 2.559 3.303 0.1 0.0 0.2
Ge 0.080 0.812 2.414 -1.6 -0.1 1.4
C 1.109 -0.457 3.518 0.6 0.0 0.0
C 1.222 -0.140 5.015 0.0 0.1 -0.2
C -1.808 0.161 2.708 0.0 0.0 0.0
C -2.718 0.465 1.772 -0.1 0.0 0.0
Ge -1.806 0.869 0.032 -1.7 0.0 0.1
C -2.405 2.661 -0.605 0.1 0.1 0.0
C -3.805 2.800 -1.222 0.2 -0.1 0.0
C -2.354 -0.444 -1.403 -0.2 0.0 0.1
C -3.770 -1.036 -1.490 0.2 0.1 0.0
C -4.179 0.581 2.073 0.0 0.0 -0.1
C -5.150 0.586 1.064 0.1 0.0 0.1
C -6.500 0.763 1.339 0.1 0.0 0.0
C -6.931 0.945 2.647 0.2 0.0 0.0
C -5.986 0.949 3.669 0.0 0.0 -0.1
C -4.637 0.777 3.385 0.0 0.0 0.0
H -1.237 3.448 5.096 0.0 -0.1 -0.1
H -0.388 1.928 5.408 -0.1 0.1 -0.1
H -1.978 1.910 4.630 0.2 0.1 0.0
H 0.550 3.157 3.381 0.2 0.1 -0.1
H -1.019 3.077 2.609 0.1 0.0 0.0
H 2.099 -0.570 3.065 0.0 0.0 0.0
H 0.595 -1.409 3.365 0.0 0.0 0.0
H 1.664 0.849 5.188 0.0 -0.1 0.0
H 1.860 -0.879 5.514 -0.1 0.1 0.0
H 0.243 -0.156 5.510 0.1 0.0 0.0
H -2.137 -0.171 3.706 0.0 0.1 -0.2
H -1.647 2.986 -1.324 0.0 0.1 0.0
H -2.302 3.330 0.255 0.0 0.0 -0.1
H -3.948 2.104 -2.060 0.0 0.1 0.1
H -3.960 3.816 -1.606 0.0 -0.1 0.0
H -4.586 2.608 -0.484 0.0 0.0 -0.1
H -1.641 -1.253 -1.274 0.1 -0.1 -0.1
H -2.106 0.042 -2.349 0.0 0.0 -0.1
H -4.092 -1.447 -0.528 0.0 0.0 -0.1
H -3.800 -1.851 -2.225 0.0 0.1 0.1
H -4.511 -0.291 -1.805 0.1 -0.1 0.0
H -4.821 0.458 0.042 -0.1 0.1 0.2
H -7.219 0.770 0.528 0.0 0.0 0.0
H -7.981 1.094 2.867 0.0 0.0 0.0
H -6.302 1.101 4.695 0.0 0.0 0.0
H -3.920 0.813 4.198 -0.1 0.0 -0.1
S 0.840 3.175 0.159 0.3 0.2 0.2
C 2.400 3.272 0.980 0.2 0.0 0.1
C 3.335 4.254 0.607 0.0 -0.1 0.0
C 4.535 4.348 1.287 -0.1 0.0 -0.1
C 4.810 3.456 2.314 0.1 0.0 0.0
C 3.872 2.477 2.580 -0.4 0.1 -0.1
N 2.691 2.400 1.958 -0.2 0.1 0.2
H 3.099 4.905 -0.225 0.0 0.0 0.0
H 5.272 5.089 0.998 0.0 0.0 0.0
H 5.747 3.484 2.855 0.0 0.0 0.0
H 4.066 1.707 3.324 0.0 0.1 -0.1
C -0.398 1.875 -3.692 -0.2 0.1 0.1
As 0.739 1.012 -2.343 0.2 0.1 -1.0
C 1.088 -0.663 -3.268 0.2 -0.1 0.1
C 2.349 2.069 -2.803 0.2 -0.2 -0.1
C 3.039 1.638 -4.067 -0.1 0.0 0.0
C 3.997 0.619 -4.043 0.1 -0.1 0.1
C 4.609 0.205 -5.220 -0.1 0.1 0.0
C 4.272 0.783 -6.442 0.0 0.0 0.1
C 3.331 1.804 -6.474 0.0 0.0 0.1
C 2.732 2.233 -5.293 0.0 0.0 0.0
H 0.071 1.736 -4.664 0.0 0.0 -0.1
H -0.460 2.941 -3.469 0.0 0.0 0.0
H -1.408 1.467 -3.718 0.0 0.0 0.0
H 1.316 -0.495 -4.320 0.0 0.0 -0.1
H 0.225 -1.318 -3.165 -0.1 0.0 0.0
H 1.944 -1.127 -2.771 0.0 0.0 0.0
H 3.007 1.982 -1.945 0.0 0.0 0.1
H 2.009 3.097 -2.874 -0.1 0.2 0.0
H 4.255 0.145 -3.093 -0.1 0.0 -0.1
H 5.357 -0.579 -5.177 0.0 0.0 0.0
H 4.741 0.442 -7.361 0.0 0.0 0.1
H 3.062 2.267 -7.417 0.0 0.0 0.0
H 2.020 3.053 -5.319 0.0 -0.1 0.0
O 4.163 -1.114 -1.273 0.0 0.2 0.2
Se 3.971 -0.171 0.058 0.0 -0.2 -0.2
O 5.070 1.027 0.115 -0.2 -0.2 -0.1
O 2.476 0.622 -0.215 0.0 -0.1 0.2
O 3.873 -1.024 1.445 0.0 0.2 -0.3
C -0.476 -7.855 -0.201 0.0 0.1 0.0
C -0.207 -6.377 -0.034 0.1 0.0 0.0
C 1.059 -5.846 -0.255 0.0 0.1 0.0
C 1.326 -4.480 -0.129 0.2 -0.2 0.0
C 2.725 -3.958 -0.334 -0.1 -0.1 0.0
C 0.268 -3.628 0.211 -0.3 0.2 0.0
Se 0.621 -1.750 0.277 0.2 -1.0 0.0
C -1.003 -4.141 0.491 -0.2 -0.1 0.1
C -2.144 -3.254 0.930 0.1 -0.1 -0.1
C -1.219 -5.512 0.357 0.0 0.1 0.0
H 0.419 -8.376 -0.545 0.0 0.0 0.0
H -1.272 -8.028 -0.930 0.0 0.0 0.0
H -0.792 -8.310 0.743 0.0 0.0 0.0
H 1.875 -6.511 -0.530 -0.1 0.1 0.0
H 3.431 -4.780 -0.487 -0.1 0.0 0.0
H 3.054 -3.359 0.520 0.0 0.0 0.0
H 2.789 -3.278 -1.186 0.0 0.0 0.0
H -1.776 -2.374 1.459 0.0 0.0 0.0
H -2.829 -3.804 1.581 0.0 0.0 -0.1
H -2.708 -2.895 0.065 0.1 0.0 0.1
H -2.211 -5.909 0.572 0.1 0.0 0.0


[3]
16
Properties=species:S:1:pos:R:3:forces:R:3 method="wB97M-V/def2-TZVPD" molar_mass_g_mol=103.12 e_lumo_ev=0.771 total_charge=0 e_above_lowest_kcal_mol=21.9 homo_lumo_gap_ha=0.3901 energy_ev=-9879.1101
C -2.094 -0.677 -0.073 -0.1 0.0 0.0
C -0.719 -0.224 -0.504 -0.1 -0.3 0.0
O -0.769 1.180 -0.688 0.1 0.1 -0.2
C 0.354 -0.577 0.525 -0.1 -0.1 0.0
N 1.639 -0.075 0.088 0.3 0.1 0.0
C 2.120 1.161 0.431 0.1 0.0 0.0
O 3.170 1.676 0.108 -0.4 -0.5 -0.2
H -2.123 -1.760 0.083 0.0 0.2 0.0
H -2.822 -0.405 -0.840 0.0 -0.1 0.1
H -2.365 -0.175 0.862 0.0 -0.1 -0.1
H -0.445 -0.715 -1.453 -0.1 0.1 0.1
H 0.028 1.443 -1.169 -0.2 0.0 0.1
H 0.084 -0.183 1.514 0.1 0.1 -0.3
H 0.472 -1.661 0.624 -0.3 0.1 0.0
H 2.077 -0.686 -0.591 0.5 0.6 0.2
H 1.395 1.680 1.083 0.1 0.0 0.1


[4]
13
Properties=species:S:1:pos:R:3:forces:R:3 method="wB97M-V/def2-TZVPD" molar_mass_g_mol=413.64 e_lumo_ev="0.541 / -3.490" total_charge=-1 multiplicity=7 homo_lumo_gap_ha="0.2678 / 0.1194" energy_ev=-212815.1838 s_squared=12.01
Mn 1.507 0.107 -0.505 -0.1 -1.0 -0.7
Br 1.938 -0.754 1.908 0.0 0.1 -0.5
Br 3.546 -1.234 -2.004 -1.3 1.0 1.3
Cl -0.323 2.970 1.376 -0.9 5.7 -0.1
O -1.291 2.295 0.617 -0.4 -1.3 -2.0
O -0.450 2.729 2.697 -1.6 -2.5 6.8
O 1.039 2.557 1.139 2.2 -1.1 -3.3
O -0.540 4.446 1.313 1.1 -1.8 -2.0
Cl -1.092 -2.572 -1.279 -0.7 -5.9 -1.3
O -0.372 -3.802 -1.696 0.7 2.2 -0.1
O -0.513 -1.320 -1.753 1.4 1.3 0.8
O -2.366 -2.731 -1.986 0.4 1.4 1.7
O -1.085 -2.690 0.173 -0.8 1.8 -0.6


[5]
81
Properties=species:S:1:pos:R:3:forces:R:3 method="wB97M-V/def2-TZVPD" molar_mass_g_mol=798.67 e_lumo_ev="-3.500 / -4.018" total_charge=+1 multiplicity=2 e_above_lowest_kcal_mol=0.0 homo_lumo_gap_ha="0.2501 / 0.2307" energy_ev=-221684.9616 s_squared=0.75
O 3.891 1.714 0.514 -0.8 -0.4 0.6
O 5.157 -0.042 -0.895 1.5 -0.3 -0.3
C 3.324 3.025 0.483 0.4 0.2 -0.1
C 1.943 3.180 1.091 -0.1 0.1 0.1
H 3.308 3.280 -0.588 -0.1 0.1 0.3
H 4.047 3.700 0.975 -0.3 0.0 -0.1
H 1.221 2.443 0.718 0.2 0.1 0.0
H 1.554 4.174 0.844 0.1 -0.1 0.0
H 1.980 3.122 2.186 -0.1 -0.1 -0.2
C 3.465 0.827 1.575 -0.1 0.4 -0.7
C 4.350 0.995 2.777 0.0 -0.1 0.3
H 3.543 -0.184 1.153 0.1 0.2 0.2
H 2.404 0.984 1.818 0.3 0.0 -0.1
H 5.389 0.778 2.512 -0.2 0.1 0.2
H 4.033 0.304 3.561 0.1 0.0 0.1
H 4.285 2.016 3.171 0.1 -0.2 0.0
C 5.703 -1.378 -0.856 0.0 0.6 -0.1
C 6.159 0.978 -1.107 -0.4 -0.4 -0.2
C 5.584 -1.966 0.529 0.1 -0.2 0.1
H 6.762 -1.357 -1.169 -0.4 -0.1 0.0
H 5.132 -1.961 -1.589 0.2 -0.1 0.2
H 6.135 -1.367 1.266 -0.2 -0.1 -0.2
H 6.024 -2.966 0.522 -0.1 0.0 0.1
H 4.536 -2.050 0.834 0.2 0.0 0.0
C 7.113 1.065 0.050 0.3 0.3 0.2
H 5.611 1.917 -1.240 0.1 -0.2 0.1
H 6.692 0.758 -2.049 -0.1 0.1 0.2
H 6.571 1.312 0.971 0.2 -0.1 -0.3
H 7.838 1.862 -0.143 0.0 -0.1 0.1
H 7.662 0.125 0.178 0.0 0.2 0.1
H 3.486 0.430 -0.903 -2.1 -0.6 -1.4
Yb 0.184 -0.419 -2.081 -0.6 2.4 1.0
C 2.499 0.157 -1.539 1.3 0.2 0.6
Si 2.999 0.356 -3.359 1.1 1.0 0.5
H 2.265 -0.877 -1.210 0.1 0.0 0.3
H 1.751 0.892 -1.180 0.3 -0.1 0.0
C 3.545 2.143 -3.558 -0.4 -0.1 -0.2
C 1.521 -0.049 -4.446 -0.5 -0.2 -0.1
C 4.402 -0.736 -3.921 -0.1 -0.4 0.0
C -0.342 1.960 -2.554 0.3 -1.1 0.3
Si -2.047 1.746 -3.249 0.4 1.0 -0.1
H 0.338 2.581 -3.161 -0.3 -0.3 0.0
H -0.380 2.421 -1.550 -0.1 -0.3 -0.3
C -2.003 1.440 -5.111 0.0 -0.1 0.0
C -3.103 3.251 -2.884 -0.3 -0.1 -0.1
C -2.861 0.225 -2.461 -0.2 0.1 0.0
H 4.400 -0.759 -5.020 0.0 0.0 0.2
H 4.262 -1.763 -3.562 0.1 0.1 -0.2
H 5.390 -0.389 -3.597 -0.3 0.0 0.0
H 2.682 2.821 -3.572 0.2 -0.1 0.0
H 4.087 2.241 -4.509 -0.1 0.1 0.2
H 4.213 2.449 -2.743 -0.2 -0.1 -0.2
H 0.603 0.526 -4.206 0.3 0.0 -0.3
H 1.297 -1.130 -4.482 0.1 0.0 -0.2
H 1.786 0.257 -5.466 -0.2 -0.2 0.1
H -2.541 4.169 -3.109 -0.1 -0.3 0.0
H -3.385 3.276 -1.821 0.1 0.0 -0.3
H -4.019 3.246 -3.494 0.1 0.1 0.2
H -3.160 0.414 -1.419 0.2 -0.1 -0.2
H -2.296 -0.727 -2.485 -0.3 0.0 -0.1
H -3.785 0.038 -3.033 0.3 -0.1 0.2
H -3.008 1.613 -5.524 0.3 -0.1 0.0
H -1.711 0.409 -5.359 -0.1 0.2 -0.1
H -1.307 2.122 -5.618 -0.2 -0.1 0.1
Br -1.722 2.608 1.347 -0.1 -0.7 0.2
C -1.960 0.714 1.424 1.1 -0.9 -1.0
C -2.981 0.120 2.162 -0.5 -1.0 0.1
C -3.267 -1.239 2.044 0.1 0.4 0.3
Br -4.698 -1.973 3.087 0.4 0.2 -0.3
C -2.571 -2.079 1.124 0.0 0.5 -0.1
C -2.917 -3.414 0.807 0.2 0.1 -0.2
C -2.341 -4.034 -0.284 0.3 0.0 0.0
C -1.405 -3.332 -1.065 0.0 1.0 0.5
N -1.041 -2.071 -0.770 0.7 -1.0 -0.2
C -1.526 -1.480 0.359 -0.9 1.0 0.4
C -1.125 -0.092 0.603 -1.4 0.1 0.6
O -0.132 0.406 -0.050 0.6 -0.7 -1.3
H -3.567 0.738 2.830 -0.1 -0.1 0.0
H -3.657 -3.918 1.418 0.0 0.0 -0.1
H -2.597 -5.050 -0.575 0.0 0.2 0.2
H -0.939 -3.785 -1.944 -0.3 0.1 0.2


[6]
10
Properties=species:S:1:pos:R:3:forces:R:3 method="wB97M-V/def2-TZVPD" molar_mass_g_mol=179.99 e_lumo_ev="-0.374 / -0.950" total_charge=0 e_above_lowest_kcal_mol=152.2 homo_lumo_gap_ha="0.2784 / 0.2408" energy_ev=-12321.4673
C 0.022 1.392 -0.119 -0.8 1.8 -0.7
C 0.781 -0.549 -1.378 -0.4 0.1 1.2
C 0.295 -0.044 -0.024 2.1 -0.9 -1.3
C -0.789 -0.953 0.523 2.4 2.1 5.1
I 0.974 1.467 -2.123 0.1 0.3 0.0
H 0.534 2.214 0.412 -0.1 -0.8 0.2
H 1.376 0.001 0.448 -1.4 -1.0 -0.3
H -0.822 -0.747 1.698 -0.4 -0.3 -2.4
H -0.671 -1.967 0.463 1.3 -2.6 -0.4
H -1.699 -0.814 0.100 -2.7 1.3 -1.2


[7]
51
Properties=species:S:1:pos:R:3:forces:R:3 method="wB97M-V/def2-TZVPD" molar_mass_g_mol=323.46 e_lumo_ev=-2.287 total_charge=+1 e_above_lowest_kcal_mol=0.0 homo_lumo_gap_ha=0.3454 energy_ev=-27237.7753
O -0.840 -2.181 -1.221 -0.2 -0.4 -0.2
C -1.190 -1.276 -0.500 0.0 0.2 0.3
C -2.138 -1.456 0.664 -0.2 -0.2 -0.1
C -3.448 -0.740 0.435 -0.1 0.0 0.1
C -4.081 -0.834 -0.799 0.1 0.0 0.1
C -5.287 -0.193 -1.017 0.0 0.0 -0.1
C -5.875 0.546 -0.004 -0.1 0.0 0.0
C -5.254 0.639 1.230 0.0 0.1 0.0
C -4.044 0.002 1.447 0.0 -0.1 0.0
N -0.709 -0.011 -0.718 0.3 0.2 -0.2
C -1.037 1.196 -0.013 0.0 0.1 0.2
C 0.239 1.768 0.637 -0.8 0.1 0.2
N 1.437 1.402 -0.160 0.1 -0.4 0.1
C 2.603 2.269 0.152 0.7 0.3 0.0
C 3.926 1.582 -0.167 -0.1 -0.1 0.2
C 4.195 0.383 0.751 0.1 0.1 -0.2
C 3.226 -0.758 0.556 0.2 -0.2 0.3
C 3.273 -1.533 -0.603 -0.1 0.0 0.1
C 2.433 -2.621 -0.757 0.0 0.0 0.0
C 1.535 -2.958 0.244 0.0 0.0 0.1
C 1.469 -2.191 1.394 -0.1 -0.1 0.0
C 2.305 -1.096 1.550 0.2 0.0 -0.1
C 1.099 1.372 -1.598 -0.2 -0.2 -0.7
C 0.155 0.199 -1.867 0.0 -0.3 -0.1
H -2.326 -2.530 0.745 0.2 0.1 0.0
H -1.672 -1.123 1.594 0.0 0.0 0.0
H -3.629 -1.424 -1.583 0.0 -0.1 -0.1
H -5.772 -0.277 -1.977 -0.1 0.0 -0.1
H -6.819 1.041 -0.172 -0.1 0.0 0.0
H -5.712 1.204 2.027 -0.1 0.1 0.1
H -3.572 0.068 2.418 0.1 0.0 0.1
H -1.462 1.921 -0.718 0.0 0.0 0.1
H -1.792 1.010 0.747 0.1 0.1 -0.1
H 0.371 1.368 1.644 0.1 0.0 -0.1
H 0.169 2.856 0.696 0.2 0.0 0.0
H 1.733 0.431 0.113 -0.4 0.5 -0.1
H 2.499 3.202 -0.406 -0.2 -0.1 0.1
H 2.573 2.501 1.219 -0.1 0.0 -0.1
H 3.957 1.266 -1.210 0.0 0.0 -0.1
H 4.720 2.316 -0.029 0.0 0.1 -0.1
H 5.203 0.019 0.547 0.0 0.0 0.1
H 4.172 0.712 1.792 0.0 0.0 0.0
H 3.998 -1.299 -1.369 0.1 0.0 -0.1
H 2.490 -3.222 -1.650 0.0 -0.1 -0.1
H 0.897 -3.818 0.126 -0.1 -0.1 0.0
H 0.785 -2.458 2.185 -0.1 0.0 0.1
H 2.280 -0.527 2.470 0.0 0.1 0.1
H 2.007 1.256 -2.188 0.0 0.1 0.1
H 0.639 2.328 -1.859 0.1 0.0 0.1
H -0.436 0.399 -2.768 0.1 0.0 0.0
H 0.704 -0.733 -2.030 0.0 0.2 0.0


[8]
43
Properties=species:S:1:pos:R:3:forces:R:3 method="wB97M-V/def2-TZVPD" molar_mass_g_mol=386.30 e_lumo_ev="-4.356 / -4.353" total_charge=+1 multiplicity=2 e_above_lowest_kcal_mol=31.1 homo_lumo_gap_ha="0.2273 / 0.2277" energy_ev=-60910.6150 s_squared=0.76
Ti -0.622 -0.307 -0.325 -1.1 -0.5 0.8
C 0.300 3.989 0.688 -0.2 -2.2 -0.1
C 0.375 1.579 0.203 1.1 -0.2 -0.9
C 1.257 1.041 -0.831 -0.2 0.7 1.5
C 2.259 0.097 -0.502 -0.8 0.4 0.3
C 3.310 -0.267 -1.499 1.3 0.3 0.0
C 2.222 -0.466 0.777 -1.3 -0.1 1.0
C 1.231 -0.095 1.762 0.8 -0.9 -1.1
C 1.143 -0.900 3.026 0.6 0.0 1.1
C 0.364 0.966 1.475 0.2 0.3 -0.9
H -0.264 4.818 1.120 0.2 -0.3 -0.2
H -0.247 4.531 -1.143 0.8 -0.7 0.0
H 1.158 3.548 1.239 -0.5 1.1 -0.2
H 1.230 1.447 -1.827 0.0 0.4 -0.1
H 3.741 0.652 -1.961 -0.5 -0.6 0.3
H 2.908 -0.866 -2.315 0.1 -0.1 0.0
H 4.183 -0.782 -1.017 -1.0 0.2 -0.4
H 2.894 -1.290 1.035 -0.1 0.4 -0.1
H 0.478 -0.463 3.798 0.2 -0.1 -0.7
H 2.166 -0.926 3.498 -0.9 -0.3 -0.5
H 0.766 -1.936 2.837 0.5 0.8 0.0
H -0.302 1.394 2.202 -0.2 -0.2 0.4
S -1.724 -1.781 1.242 0.6 0.4 -0.4
C -0.984 -2.816 0.049 -0.6 0.1 -0.8
C -1.446 -4.135 -0.108 -0.2 0.2 1.0
C -0.768 -4.936 -0.968 0.4 -0.6 -0.6
C 0.313 -4.416 -1.700 1.1 -0.5 -1.2
C 0.631 -3.078 -1.632 -0.2 0.1 0.4
N -0.060 -2.248 -0.803 -0.6 -1.4 0.9
H -2.267 -4.484 0.547 0.6 0.2 -0.6
H -1.037 -5.984 -1.095 0.0 0.2 0.0
H 0.907 -5.084 -2.383 -0.7 0.8 0.9
H 1.474 -2.615 -2.156 -0.5 -0.3 -0.1
N -4.019 1.675 -0.245 -0.4 -0.9 -0.8
C -2.702 1.710 -0.511 1.1 1.0 1.4
O -2.149 0.590 -0.943 0.7 -0.7 0.1
C -1.913 2.798 -0.116 -1.6 -0.3 -1.4
C -0.469 2.806 -0.018 3.0 2.1 0.0
N 0.416 3.822 -0.755 -1.7 0.5 0.0
C -2.601 4.046 -0.099 -0.5 1.7 1.6
N -3.119 5.080 0.083 0.8 -1.7 -0.7
H -4.463 0.772 -0.359 -0.1 0.4 -0.3
H -4.577 2.511 -0.267 0.0 0.1 0.2


[9]
45
Properties=species:S:1:pos:R:3:forces:R:3 method="wB97M-V/def2-TZVPD" molar_mass_g_mol=431.45 e_lumo_ev=-1.339 total_charge=0 e_above_lowest_kcal_mol=0.0 homo_lumo_gap_ha=0.2962 energy_ev=-58348.2051
C -1.967 0.552 -3.686 -0.3 0.7 0.4
S -0.531 -0.190 -2.854 0.2 0.0 -0.8
C -1.268 -0.512 -1.292 -0.1 0.5 0.6
C -1.397 -1.841 -0.895 -0.1 -0.9 0.0
C -1.991 -2.205 0.310 0.3 0.2 -0.2
C -2.455 -1.222 1.172 -0.1 -0.6 0.3
S -3.190 -1.729 2.765 -2.4 0.0 1.3
O -4.251 -2.708 2.525 2.3 0.7 -0.3
O -3.634 -0.585 3.543 1.5 -0.5 -1.1
N -1.970 -2.510 3.627 0.9 1.1 -0.4
C -0.670 -1.785 3.930 -0.8 1.3 0.0
C 0.281 -1.771 2.764 -0.4 -1.9 -1.8
O 0.504 -2.871 2.285 0.8 1.2 -0.3
O 0.651 -0.581 2.235 0.5 -0.3 0.4
C 1.572 -0.600 1.114 -0.3 0.4 -1.4
C 2.100 0.835 0.818 -1.0 1.0 2.9
O 2.079 1.658 1.728 0.0 -0.8 -0.9
N 2.529 1.247 -0.416 0.2 -0.6 -0.6
C 2.901 2.637 -0.682 0.0 0.6 0.3
C 3.155 2.705 -2.192 0.3 0.7 0.0
C 3.401 1.276 -2.608 0.7 0.6 0.5
C 2.863 0.444 -1.474 -0.4 -1.7 -2.0
O 2.751 -0.765 -1.589 -0.2 0.5 1.1
C -2.347 0.098 0.808 -0.1 1.4 0.6
C -1.730 0.484 -0.396 -0.6 -3.3 0.7
N -1.708 1.848 -0.688 0.3 4.2 -1.0
O -0.653 2.353 -1.135 -1.7 -1.1 0.8
O -2.747 2.507 -0.488 1.7 -1.2 -0.3
H -2.109 1.596 -3.397 0.3 0.0 -0.1
H -2.839 0.043 -3.318 -0.4 -0.4 -0.1
H -1.944 0.491 -4.775 0.4 -0.2 0.2
H -1.060 -2.671 -1.544 -0.1 0.9 0.2
H -2.050 -3.254 0.550 -0.1 -0.1 0.1
H -1.773 -3.376 3.149 0.1 -0.5 0.0
H -0.846 -0.739 4.181 -0.5 -0.2 0.4
H -0.135 -2.274 4.753 -0.5 0.0 -0.1
H 1.069 -0.963 0.208 0.0 -0.1 0.4
H 2.422 -1.246 1.279 0.1 -0.3 0.3
H 2.110 3.309 -0.348 0.1 -0.1 0.0
H 3.813 2.865 -0.138 0.0 0.1 0.2
H 2.288 3.102 -2.711 -0.1 0.1 0.0
H 4.028 3.343 -2.418 -0.5 -0.1 0.1
H 2.983 1.066 -3.577 -0.3 -0.6 -0.1
H 4.473 1.076 -2.647 0.0 -0.2 -0.1
H -2.708 0.866 1.522 0.2 -0.4 -0.7